Here is a gas-phase ion, C3H9BNO2 (charge +1) at a distorted geometry from the OMol25 dataset. Energies are from wB97M-V/def2-TZVPD.

Bonds (Å) are listed after each position.
Element x y z (Å)
1 B 1.3910 0.6521 -0.0489  C4 1.774, O6 1.298, O7 1.394
2 C -1.6185 1.5226 0.3307  C3 1.342, H8 1.074, H9 1.073
3 C -1.3301 0.2127 0.3859  C2 1.342, C4 1.498, H10 1.068
4 C -0.1165 -0.2230 -0.3770  B1 1.774, C3 1.498, N5 1.514, H11 1.150
5 N 0.1502 -1.6997 -0.1741  C4 1.514, H12 1.043, H13 1.022, H14 1.043
6 O 1.6852 1.8736 -0.3747  B1 1.298, H15 0.959
7 O 2.3041 -0.3174 0.3637  B1 1.394, H16 0.934
8 H -2.5703 1.9094 0.6451  C2 1.074
9 H -0.7395 2.0694 0.0492  C2 1.073
10 H -2.0227 -0.5345 0.7046  C3 1.068
11 H -0.3724 -0.1580 -1.4962  C4 1.150
12 H -0.7658 -2.1862 -0.0617  N5 1.043
13 H 0.6953 -2.0716 -0.9545  N5 1.022
14 H 0.7181 -1.6943 0.7008  N5 1.043
15 H 2.5216 2.3379 -0.4482  O6 0.959
16 H 3.0987 0.0622 0.6747  O7 0.934

- Kohn-Sham gap (spin up / spin down): 6.27 / 10.19 eV
- DFT total energy: -349.46026 a.u.
- Total charge: +1
- Relative energy (zero: lowest compared OMol25 entry of this formula, charge and spin): 0.0 kJ/mol
- 2S+1: 3
- <S²>: 2.006
- Lowest unoccupied orbital energy (spin up / spin down): -3.34 / -6.03 eV

Mulliken population analysis, charges in e, atoms 1 to 4: atom 1 (B): 0.639, atom 2 (C): -1.046, atom 3 (C): -0.222, atom 4 (C): -0.084